Here is a cluster of 14 separate species, C3H30O15S in total from OMol25. Energies are from ωB97M-V/def2-TZVPD.

Last columns: bonded neighbours and bond lengths (Å).
Geometry (Å):
1 S -0.160 -2.514 1.827  C18 1.958
2 O -0.109 3.675 -0.229  H30 0.991, H41 1.037
3 O 0.438 0.013 3.642  H20 0.918, H48 0.972
4 O 3.141 -0.607 -3.223  H28 0.842, H47 0.957
5 O -4.491 -2.358 0.496  H24 0.935, H46 1.013
6 O 1.775 0.551 -1.341  C17 1.273
7 O 0.688 -2.366 -4.255  H34 0.963, H42 1.052
8 O 3.064 2.933 -1.524  H22 0.919, H23 0.962
9 O 0.040 3.722 -3.677  H31 0.980, H33 0.921
10 O -0.203 2.584 2.628  H32 0.973, H35 0.983
11 O -1.987 -4.484 0.547  H44 0.925, H49 1.040
12 O -2.052 0.811 1.362  H21 0.932, H38 0.973
13 O -2.475 1.835 4.476  H36 0.851, H40 0.887
14 O -1.412 -4.289 -2.100  H43 1.024, H45 0.984
15 O 3.023 2.606 1.458  H25 0.938, H39 0.897
16 O 0.107 1.128 -0.122  C17 1.274
17 C 0.729 0.187 -0.715  O6 1.273, O16 1.274, C19 1.524
18 C 0.954 -1.931 0.326  S1 1.958, C19 1.563, H26 1.060, H27 1.123
19 C 0.052 -1.179 -0.706  C17 1.524, C18 1.563, H29 1.115, H37 1.096
20 H 0.728 -0.112 4.503  O3 0.918
21 H -1.559 0.876 0.574  O12 0.932
22 H 2.565 2.172 -1.655  O8 0.919
23 H 2.406 3.438 -1.037  O8 0.962
24 H -4.635 -2.243 -0.421  O5 0.935
25 H 3.382 2.160 0.714  O15 0.938
26 H 1.394 -2.793 -0.107  C18 1.060
27 H 1.746 -1.278 0.781  C18 1.123
28 H 3.647 -1.173 -2.858  O4 0.842
29 H 0.025 -1.666 -1.708  C19 1.115
30 H -0.031 2.687 -0.262  O2 0.991
31 H -0.916 3.924 -3.593  O9 0.980
32 H 0.549 2.074 2.975  O10 0.973
33 H 0.314 3.537 -2.818  O9 0.921
34 H 1.465 -1.964 -3.853  O7 0.963
35 H -0.574 2.161 1.821  O10 0.983
36 H -3.148 1.525 4.057  O13 0.851
37 H -1.009 -0.998 -0.499  C19 1.096
38 H -1.323 0.455 1.898  O12 0.973
39 H 2.172 2.891 1.472  O15 0.897
40 H -1.806 1.934 3.901  O13 0.887
41 H 0.431 3.931 0.618  O2 1.037
42 H -0.014 -2.176 -3.495  O7 1.052
43 H -1.569 -4.306 -1.089  O14 1.024
44 H -2.908 -4.534 0.613  O11 0.925
45 H -0.454 -4.071 -2.055  O14 0.984
46 H -3.524 -2.058 0.529  O5 1.013
47 H 2.782 0.017 -2.592  O4 0.957
48 H 0.317 -0.944 3.518  O3 0.972
49 H -1.578 -3.785 1.199  O11 1.040

Summary:
gap between HOMO and LUMO	6.9	eV
2S+1	1
E_LUMO	4.961	eV
HOMO level	-0.0722	Eh
energy above the lowest of the compared OMol25 structures with the same formula, charge and spin	0.0	kJ/mol
charge	-2

***

Here is a cluster of 11 separate species, C3H31N2O10 in total from OMol25. Energies are from ωB97M-V/def2-TZVPD.

Last columns: bonded neighbours and bond lengths (Å).
Geometry (Å):
1 O -0.795 -0.178 3.414  H26 0.963, H37 0.968
2 O 0.499 2.414 -2.129  H30 0.979, H45 0.959
3 O -1.145 3.361 -0.240  H31 0.964, H44 0.962
4 O -0.390 -0.836 -2.951  H19 0.955, H34 0.963
5 O -2.375 -0.553 -1.596  H22 0.963, H39 1.018
6 O -2.961 1.590 -0.209  H17 0.991, H25 0.959
7 O -1.569 -2.086 0.380  H21 0.964, H38 0.975
8 O 3.226 2.264 -2.071  H40 0.955, H42 0.976
9 O 1.234 -1.837 3.093  H29 0.975, H46 0.964
10 O -3.464 -0.261 1.771  H41 0.978, H43 0.961
11 N 2.378 -2.516 0.484  C13 1.505, H16 1.060, H27 1.038, H32 1.023
12 N 3.139 0.401 0.057  C14 1.483, H23 1.007, H28 1.003
13 C 1.442 -2.059 -0.602  N11 1.505, C15 1.528, H33 1.109, H36 1.090
14 C 1.792 0.209 0.645  N12 1.483, C15 1.517, H18 1.080, H35 1.101
15 C 0.921 -0.672 -0.229  C13 1.528, C14 1.517, H20 1.105, H24 1.116
16 H 1.813 -2.493 1.381  N11 1.060
17 H -2.501 1.012 -0.869  O6 0.991
18 H 1.396 1.172 0.935  C14 1.080
19 H -0.246 -0.519 -3.841  O4 0.955
20 H -0.110 -0.673 0.170  C15 1.105
21 H -1.831 -3.015 0.376  O7 0.964
22 H -3.275 -0.835 -1.791  O5 0.963
23 H 3.577 1.022 0.717  N12 1.007
24 H 0.751 -0.074 -1.156  C15 1.116
25 H -3.808 1.881 -0.550  O6 0.959
26 H -0.588 0.555 4.002  O1 0.963
27 H 3.202 -1.898 0.606  N11 1.038
28 H 3.108 0.758 -0.880  N12 1.003
29 H 0.760 -0.988 3.028  O9 0.975
30 H -0.207 2.833 -1.597  O2 0.979
31 H -2.091 3.183 -0.201  O3 0.964
32 H 2.756 -3.465 0.427  N11 1.023
33 H 1.994 -1.918 -1.553  C13 1.109
34 H -1.287 -1.029 -2.659  O4 0.963
35 H 1.894 -0.325 1.603  C14 1.101
36 H 0.584 -2.730 -0.637  C13 1.090
37 H -1.735 -0.081 3.201  O1 0.968
38 H -2.146 -1.654 1.036  O7 0.975
39 H -2.107 -1.032 -0.738  O5 1.018
40 H 3.714 2.823 -1.468  O8 0.955
41 H -3.241 0.574 1.312  O10 0.978
42 H 2.299 2.533 -2.215  O8 0.976
43 H -4.364 -0.246 2.107  O10 0.961
44 H -1.053 4.275 -0.528  O3 0.962
45 H 0.406 1.483 -1.918  O2 0.959
46 H 0.800 -2.290 3.826  O9 0.964

Summary:
gap between HOMO and LUMO	9.2	eV
2S+1	1
E_LUMO	-2.630	eV
HOMO level	-0.4347	Eh
energy above the lowest of the compared OMol25 structures with the same formula, charge and spin	242.3	kJ/mol
charge	+1

***

Here is a cluster of 14 separate species, C3H33O14 in total from OMol25. Energies are from ωB97M-V/def2-TZVPD.

Last columns: bonded neighbours and bond lengths (Å).
Geometry (Å):
1 O 0.448 3.022 2.518  H18 0.960, H41 0.974
2 O -0.299 2.374 -0.368  H33 0.942, H39 0.946
3 O 0.756 -1.979 3.145  H28 0.927, H42 0.930
4 O 2.925 1.382 -2.063  H31 0.938, H34 0.983
5 O -1.778 0.092 -0.245  C17 1.474
6 O -2.831 0.806 -2.524  H24 0.959, H25 0.942
7 O -1.578 -1.255 -4.366  H35 0.916, H36 0.938
8 O 2.395 0.447 2.890  H38 0.950, H44 0.959
9 O -2.102 1.194 2.047  H45 0.943, H48 0.937
10 O 2.491 -2.645 -2.032  H23 0.905, H49 0.961
11 O 2.780 2.189 0.699  H19 0.940, H46 0.934
12 O -3.618 2.543 0.130  H21 0.980, H50 0.970
13 O -4.060 -1.163 0.618  H26 0.957, H43 0.971
14 O 3.897 -0.728 -0.533  H20 0.977, H22 0.953
15 C -0.888 -2.003 -1.101  C17 1.533, H30 1.102, H37 1.073, H40 1.035
16 C 0.572 -0.562 0.436  C17 1.563, H27 1.087, H29 1.082, H32 1.095
17 C -0.877 -1.029 0.082  O5 1.474, C15 1.533, C16 1.563, H47 1.087
18 H 0.653 2.421 3.239  O1 0.960
19 H 2.278 1.635 1.270  O11 0.940
20 H 4.135 -0.446 0.371  O14 0.977
21 H -4.313 1.854 0.173  O12 0.980
22 H 3.574 -0.034 -1.100  O14 0.953
23 H 1.747 -2.853 -1.560  O10 0.905
24 H -2.453 0.491 -1.701  O6 0.959
25 H -3.261 1.577 -2.197  O6 0.942
26 H -3.725 -1.612 1.394  O13 0.957
27 H 1.174 -1.465 0.500  C16 1.087
28 H 1.584 -2.349 2.951  O3 0.927
29 H 1.091 -0.061 -0.371  C16 1.082
30 H -0.615 -2.998 -0.715  C15 1.102
31 H 3.569 1.767 -2.626  O4 0.938
32 H 0.545 0.081 1.322  C16 1.095
33 H -0.767 1.562 -0.274  O2 0.942
34 H 2.517 0.800 -2.743  O4 0.983
35 H -1.232 -1.422 -3.535  O7 0.916
36 H -2.468 -1.020 -4.185  O7 0.938
37 H -1.862 -2.107 -1.539  C15 1.073
38 H 1.845 -0.267 2.588  O8 0.950
39 H 0.200 2.226 -1.159  O2 0.946
40 H -0.210 -1.601 -1.771  C15 1.035
41 H 0.132 2.458 1.790  O1 0.974
42 H 0.145 -2.093 2.453  O3 0.930
43 H -3.276 -0.927 0.095  O13 0.971
44 H 2.641 0.260 3.798  O8 0.959
45 H -1.960 0.608 1.323  O9 0.943
46 H 2.817 1.593 -0.020  O11 0.934
47 H -1.194 -1.585 0.961  C17 1.087
48 H -1.679 0.787 2.777  O9 0.937
49 H 3.015 -2.091 -1.448  O10 0.961
50 H -2.880 2.126 0.602  O12 0.970

Summary:
gap between HOMO and LUMO	8.2	eV
2S+1	1
E_LUMO	2.075	eV
HOMO level	-0.2248	Eh
energy above the lowest of the compared OMol25 structures with the same formula, charge and spin	103.6	kJ/mol
charge	-1

***

Here is a cluster of 15 separate species, C3H34BO18 in total from OMol25. Energies are from ωB97M-V/def2-TZVPD.

Last columns: bonded neighbours and bond lengths (Å).
Geometry (Å):
1 O 5.077 -0.006 2.585  H24 0.965, H52 0.968
2 O 3.045 3.443 1.555  C21 1.304
3 O 1.296 0.686 1.762  C19 1.455, B22 1.436
4 O -1.466 -1.853 -1.283  H30 0.968, H31 0.965
5 O 2.200 1.360 4.070  B22 1.442, H55 0.991
6 O 1.195 -0.424 -6.582  H39 0.965, H41 0.966
7 O -1.717 1.099 -5.957  H35 0.968, H40 0.965
8 O -0.435 -1.504 5.084  H28 0.966, H33 0.965
9 O -2.621 -3.091 1.571  H43 0.965, H48 0.965
10 O 0.132 0.264 -3.565  H44 0.968, H46 0.965
11 O 4.816 2.340 -0.916  H37 0.970, H50 0.964
12 O 6.204 2.494 2.129  H47 0.964, H49 0.972
13 O -5.815 -3.278 -2.349  H36 0.966, H53 0.965
14 O -0.097 1.174 -0.760  H23 0.967, H34 0.967
15 O -3.885 -4.090 -0.897  H27 0.965, H56 0.964
16 O -2.201 2.224 -2.590  H29 0.965, H45 0.965
17 O 1.018 4.182 2.437  C21 1.375
18 O -2.676 0.725 3.414  H26 0.966, H54 0.965
19 C 0.575 -0.415 2.383  O3 1.455, C20 1.619, H38 1.139, H51 1.151
20 C -0.550 -0.915 1.331  C19 1.619, H25 1.151, H32 1.147, H42 1.140
21 C 1.939 3.189 2.198  O2 1.304, O17 1.375, B22 1.641
22 B 1.785 1.639 2.717  O3 1.436, O5 1.442, C21 1.641
23 H -0.250 1.409 -1.686  O14 0.967
24 H 4.720 0.266 1.730  O1 0.965
25 H -1.611 -0.586 1.635  C20 1.151
26 H -2.504 1.631 3.125  O18 0.966
27 H -4.661 -3.623 -0.564  O15 0.965
28 H 0.402 -1.528 5.565  O8 0.966
29 H -2.679 2.782 -3.216  O16 0.965
30 H -1.977 -2.649 -1.073  O4 0.968
31 H -1.621 -1.717 -2.226  O4 0.965
32 H -0.325 -0.363 0.351  C20 1.147
33 H -0.967 -2.190 5.505  O8 0.965
34 H 0.447 1.898 -0.422  O14 0.967
35 H -1.283 1.401 -5.147  O7 0.968
36 H -6.607 -3.053 -2.853  O13 0.966
37 H 4.255 2.347 -0.125  O11 0.970
38 H 0.084 -0.163 3.379  C19 1.139
39 H 1.044 -0.192 -7.506  O6 0.965
40 H -1.223 0.308 -6.206  O7 0.965
41 H 1.738 0.300 -6.244  O6 0.966
42 H -0.513 -2.035 1.125  C20 1.140
43 H -3.396 -2.623 1.905  O9 0.965
44 H 0.390 -0.424 -2.936  O10 0.968
45 H -2.757 2.225 -1.801  O16 0.965
46 H -0.101 -0.225 -4.364  O10 0.965
47 H 6.892 3.049 1.745  O12 0.964
48 H -2.840 -4.023 1.691  O9 0.965
49 H 5.376 2.880 1.796  O12 0.972
50 H 4.340 2.898 -1.542  O11 0.964
51 H 1.306 -1.287 2.557  C19 1.151
52 H 5.666 0.720 2.832  O1 0.968
53 H -5.093 -3.143 -2.974  O13 0.965
54 H -2.885 0.814 4.352  O18 0.965
55 H 2.918 0.678 4.036  O5 0.991
56 H -4.105 -5.021 -0.779  O15 0.964

Summary:
gap between HOMO and LUMO	5.8	eV
2S+1	1
E_LUMO	1.757	eV
HOMO level	-0.1488	Eh
charge	-1

***

| no. | total energy (a.u.) |
| --- | --- |
| 1 | -1659.121810 |
| 2 | -994.591830 |
| 3 | -1187.485843 |
| 4 | -1513.944607 |